2 unconnected molecules or ions with the total composition C5H13NO2 at a distorted geometry, computed with the ωB97M-V functional and the def2-TZVPD basis.

Output
* LUMO: 0.87 eV
* spin multiplicity: 1
* energy: -10978.9826 eV
* relative energy (zero: lowest compared OMol25 entry of this formula, charge and spin): 66.8 kcal per mole
* net charge: 0
* gap between HOMO and LUMO: 10.44 eV

Last column: Löwdin charge in e.
Positions of all 21 atoms, in Å:
C  0.554  0.470  2.307  0.00
C  0.513  1.370  1.302  -0.19
C  -0.602  2.336  1.069  -0.28
O  -0.065  3.644  0.811  -0.08
H  1.380  -0.254  2.343  0.05
H  -0.217  0.456  3.118  0.07
H  1.273  1.424  0.516  0.11
H  -1.261  2.060  0.210  0.12
H  -1.224  2.359  2.004  0.12
H  -0.800  4.238  0.958  0.07
N  1.004  -2.049  0.004  -0.02
C  0.091  -1.202  -0.909  -0.26
C  -0.280  -2.009  -2.152  -0.28
O  -1.131  -1.181  -2.966  -0.09
H  0.491  -2.142  0.919  0.07
H  1.865  -1.530  0.198  0.05
H  0.737  -0.339  -1.237  0.11
H  -0.750  -0.713  -0.369  0.10
H  -0.798  -2.952  -1.838  0.12
H  0.690  -2.230  -2.615  0.11
H  -1.468  -1.757  -3.672  0.08

---

2 unconnected molecules or ions with the total composition C5H13NO2 at a distorted geometry, computed with the ωB97M-V functional and the def2-TZVPD basis.

Output
* LUMO: 0.82 eV
* spin multiplicity: 1
* energy: -10981.3635 eV
* relative energy (zero: lowest compared OMol25 entry of this formula, charge and spin): 11.9 kcal per mole
* net charge: 0
* gap between HOMO and LUMO: 10.28 eV

Last column: Löwdin charge in e.
Positions of all 21 atoms, in Å:
C  -1.173  -0.089  -0.185  -0.20
C  -1.617  -0.226  -1.633  -0.25
C  -2.666  -1.324  -1.790  -0.11
N  -0.234  1.036  0.000  0.10
H  -2.035  0.072  0.462  0.13
H  -0.652  -0.987  0.145  0.13
H  -0.758  -0.438  -2.271  0.11
H  -2.047  0.728  -1.958  0.11
H  -2.276  -2.273  -1.417  0.08
H  -3.559  -1.104  -1.204  0.07
H  -2.954  -1.443  -2.831  0.07
H  0.739  0.782  -0.324  0.05
H  -0.583  1.892  -0.424  0.15
H  0.065  1.131  1.036  0.08
O  2.101  0.457  0.106  -0.04
C  2.096  0.508  1.361  -0.66
O  1.092  0.835  2.060  -0.04
C  3.376  0.174  2.099  -0.01
H  4.146  0.899  1.840  0.08
H  3.200  0.166  3.169  0.07
H  3.739  -0.797  1.760  0.08

---

2 unconnected molecules or ions with the total composition C5H13NO2 at a distorted geometry, computed with the ωB97M-V functional and the def2-TZVPD basis.

Output
* LUMO: 0.73 eV
* spin multiplicity: 1
* energy: -10980.0509 eV
* relative energy (zero: lowest compared OMol25 entry of this formula, charge and spin): 42.2 kcal per mole
* net charge: 0
* gap between HOMO and LUMO: 9.91 eV

Last column: Löwdin charge in e.
Positions of all 21 atoms, in Å:
C  1.057  -1.114  -1.683  -0.09
C  0.351  -1.121  -0.316  -0.36
C  0.962  -2.268  0.559  -0.07
C  0.554  0.235  0.363  -0.36
N  1.912  0.523  0.804  0.06
C  -0.275  0.332  1.654  -0.22
O  -1.072  1.203  1.896  0.05
H  0.474  -0.633  -2.463  0.08
H  2.076  -0.727  -1.661  0.08
H  1.152  -2.167  -1.968  0.07
H  -0.678  -1.380  -0.556  0.13
H  0.175  -2.955  0.843  0.08
H  1.504  -1.945  1.450  0.07
H  1.789  -2.742  0.023  0.07
H  0.226  1.018  -0.325  0.15
H  2.365  1.294  0.330  0.08
H  2.601  -0.206  0.710  0.07
H  -0.180  -0.543  2.338  0.13
O  -5.245  4.714  -0.602  -0.07
H  -5.441  3.760  -0.597  0.04
H  -4.307  4.721  -0.797  0.03

---

3 unconnected molecules or ions with the total composition C5H13NO2 at a distorted geometry, computed with the ωB97M-V functional and the def2-TZVPD basis.

Output
* LUMO (spin up / spin down): -0.28 / -0.28 eV
* spin multiplicity: 1
* energy: -10975.9140 eV
* relative energy (zero: lowest compared OMol25 entry of this formula, charge and spin): 137.6 kcal per mole
* net charge: 0
* gap between HOMO and LUMO (spin up / spin down): 8.32 / 8.32 eV

Last column: Löwdin charge in e.
Positions of all 21 atoms, in Å:
C  -1.008  -0.555  -1.244  0.06
C  -0.742  1.941  0.464  -0.25
C  -1.819  -1.535  -0.482  -0.10
O  -0.560  0.581  0.536  -0.31
H  -1.411  0.432  -1.417  0.07
H  -0.640  -0.978  -2.176  0.09
H  -1.577  2.339  1.061  0.07
H  -0.978  2.327  -0.553  0.07
H  0.149  2.531  0.757  0.07
H  -2.620  -1.900  -1.139  0.09
H  -2.279  -1.067  0.382  0.08
H  -1.212  -2.384  -0.164  0.09
C  1.559  -0.802  1.463  -0.02
C  1.554  0.091  0.264  -0.51
O  1.122  -0.644  -0.917  -0.04
N  2.242  1.151  0.162  0.13
H  1.569  -0.230  -1.671  0.12
H  1.959  1.752  -0.610  0.05
H  0.614  -1.332  1.545  0.07
H  1.694  -0.207  2.363  0.09
H  2.384  -1.512  1.375  0.09

---

2 unconnected molecules or ions with the total composition C5H13NO2 at a distorted geometry, computed with the ωB97M-V functional and the def2-TZVPD basis.

Output
* LUMO: 0.73 eV
* spin multiplicity: 1
* energy: -10978.9149 eV
* relative energy (zero: lowest compared OMol25 entry of this formula, charge and spin): 68.4 kcal per mole
* net charge: 0
* gap between HOMO and LUMO: 9.43 eV

Last column: Löwdin charge in e.
Positions of all 21 atoms, in Å:
N  2.281  1.481  -1.576  0.00
C  1.029  2.015  -1.016  -0.29
C  0.531  1.429  0.278  -0.20
C  -0.572  0.333  -0.039  -0.21
C  -1.327  -0.054  1.231  -0.14
C  -0.412  -0.846  2.214  -0.25
O  -0.744  -1.948  2.547  0.05
H  3.075  1.495  -0.923  0.08
H  2.361  1.098  -2.443  0.01
H  0.191  1.877  -1.709  0.11
H  1.246  3.123  -0.761  0.12
H  0.268  2.162  1.006  0.09
H  1.309  0.849  0.810  0.10
H  -0.064  -0.579  -0.427  0.12
H  -1.264  0.610  -0.727  0.06
H  -1.744  0.728  1.820  0.10
H  -2.049  -0.795  0.737  0.14
H  0.346  -0.369  2.714  0.09
O  -1.008  -2.215  -2.499  0.00
H  -0.236  -2.430  -2.052  0.00
H  -0.875  -2.088  -3.404  0.01

---

A molecular structure, C5H13NO2 at a distorted geometry, computed with the ωB97M-V functional and the def2-TZVPD basis.

Output
* LUMO (spin up / spin down): 0.39 / 0.39 eV
* spin multiplicity: 1
* energy: -10976.6608 eV
* relative energy (zero: lowest compared OMol25 entry of this formula, charge and spin): 120.3 kcal per mole
* net charge: 0
* gap between HOMO and LUMO (spin up / spin down): 8.63 / 8.63 eV

Last column: Löwdin charge in e.
Positions of all 21 atoms, in Å:
C  1.452  -0.625  0.094  -0.65
C  -2.498  1.480  0.751  0.01
C  1.116  -1.343  -1.211  -0.02
C  1.742  0.857  -0.130  -0.02
C  -2.805  0.718  -0.361  -0.14
N  0.383  -0.755  1.100  -0.06
O  -0.794  -0.126  0.783  -0.25
O  2.575  -1.299  0.642  -0.01
H  2.769  -0.891  1.495  0.10
H  0.217  -1.737  1.316  0.13
H  -2.843  1.208  1.736  0.07
H  -1.838  2.333  0.688  0.07
H  1.990  1.333  0.820  0.09
H  1.943  -1.252  -1.914  0.09
H  0.217  -0.914  -1.653  0.08
H  0.957  -2.405  -1.016  0.09
H  2.581  0.966  -0.816  0.09
H  0.868  1.357  -0.544  0.08
H  -3.684  0.082  -0.318  0.07
H  -2.670  1.167  -1.340  0.07
H  -1.676  -0.155  -0.122  0.14

---

2 unconnected molecules or ions with the total composition C5H13NO2 at a distorted geometry, computed with the ωB97M-V functional and the def2-TZVPD basis.

Output
* LUMO: 0.75 eV
* spin multiplicity: 1
* energy: -10980.9488 eV
* relative energy (zero: lowest compared OMol25 entry of this formula, charge and spin): 21.4 kcal per mole
* net charge: 0
* gap between HOMO and LUMO: 10.38 eV

Last column: Löwdin charge in e.
Positions of all 21 atoms, in Å:
C  2.783  -0.718  0.188  -0.11
C  1.416  -0.268  0.672  -0.26
N  0.388  -0.497  -0.315  0.05
C  -0.764  0.200  -0.403  -0.53
O  -1.063  1.143  0.287  0.06
C  -1.903  -0.390  -1.287  -0.14
C  -2.145  0.588  -2.534  -0.09
H  2.933  -0.256  -0.802  0.08
H  2.923  -1.808  0.092  0.07
H  3.548  -0.325  0.879  0.08
H  1.193  -0.739  1.649  0.12
H  1.637  0.801  0.857  0.13
H  0.529  -1.323  -0.901  0.15
H  -1.777  -1.421  -1.669  0.10
H  -2.856  -0.353  -0.726  0.11
H  -2.824  1.443  -2.377  0.07
H  -2.583  -0.074  -3.300  0.06
H  -1.180  0.970  -2.909  0.07
O  0.149  1.215  4.452  -0.09
H  -0.654  1.533  3.981  0.05
H  0.251  0.279  4.166  0.04

---

3 unconnected molecules or ions with the total composition C5H13NO2 at a distorted geometry, computed with the ωB97M-V functional and the def2-TZVPD basis.

Output
* LUMO: 0.51 eV
* spin multiplicity: 1
* energy: -10977.5099 eV
* relative energy (zero: lowest compared OMol25 entry of this formula, charge and spin): 100.8 kcal per mole
* net charge: 0
* gap between HOMO and LUMO: 8.64 eV

Last column: Löwdin charge in e.
Positions of all 21 atoms, in Å:
C  0.344  -2.874  -1.667  0.02
C  0.983  -1.824  -1.134  -0.22
C  0.528  -1.223  0.030  -0.16
C  -0.467  -0.307  0.055  -0.35
C  -1.110  -0.357  1.406  -0.10
N  -0.939  0.584  -0.942  0.16
H  0.727  -3.246  -2.584  0.04
H  -0.559  -3.314  -1.227  0.07
H  2.048  -1.571  -1.404  0.12
H  0.841  -1.657  1.003  0.13
H  -0.438  0.079  2.239  0.09
H  -1.273  -1.436  1.618  0.08
H  -1.950  0.235  1.716  0.06
H  -1.742  0.490  -1.250  -0.02
H  -0.240  0.730  -1.617  0.08
O  1.532  2.744  -1.050  -0.14
H  1.437  3.613  -0.521  0.07
H  0.821  2.182  -0.560  0.02
O  0.106  2.311  1.682  -0.04
H  -0.749  2.552  1.518  -0.01
H  0.101  2.289  2.689  0.10

---

- Number 1 is which compound?
  C5H13NO2

---

- What is the net charge in the third record?
  0

---

- What is the spin multiplicity in the first record?
  1